# 1
14
Properties=species:S:1:pos:R:3:forces:R:3:nbo_charge:R:1 method="wB97M-V/def2-TZVPD" total_charge=0 orbital_gap_ev=10.56 e_homo_ev=-10.18
N 1.31714 -0.43495 -1.14135 -0.304 -0.137 -0.219 -0.8488
C 0.60480 0.72409 -0.95315 0.883 0.284 -0.232 0.7817
N 1.03465 1.53437 0.08941 -0.446 -0.571 -0.240 -0.8373
O -0.21551 1.09007 -1.77427 -0.272 0.181 0.023 -0.6698
H 1.68367 -1.00732 -0.40157 0.027 0.235 0.193 0.3979
H 1.01625 -0.91541 -1.97224 -0.036 -0.218 0.091 0.4020
H 0.41850 2.32439 0.19820 -0.016 -0.019 0.273 0.3969
H 1.26993 1.02402 0.92607 0.147 0.248 0.140 0.3811
O -2.22319 -0.70083 -0.40553 -1.121 -0.208 0.305 -0.9718
H -1.93209 0.03777 -0.94736 0.639 -0.139 -0.061 0.4971
H -1.49196 -1.24043 -0.10848 0.494 0.376 -0.308 0.4695
O -0.16266 -0.93117 1.98687 0.131 -0.041 0.021 -0.9545
H -0.35125 -0.06738 2.36697 -0.123 -0.018 -0.021 0.4745
H -0.96829 -1.43721 2.13643 -0.004 0.026 0.036 0.4815


# 2
19
Properties=species:S:1:pos:R:3:forces:R:3:nbo_charge:R:1 method="wB97M-V/def2-TZVPD" total_charge=+1 orbital_gap_ev="5.32 / 7.77" e_homo_ev="-12.62 / -13.12"
C 1.43753 -2.20740 -1.88180 3.466 -2.195 0.679 -0.0254
C 0.17344 -1.66134 -1.96102 -1.555 2.269 -0.106 -0.6391
C 0.78061 0.22904 0.01064 -1.574 -1.095 -0.499 -0.4853
C -0.38900 0.69651 -0.84845 1.333 -1.379 0.725 0.2310
C -0.08329 -0.60828 -0.99616 0.996 2.846 0.648 0.0670
C -1.13544 1.91507 -0.75681 -1.614 1.005 -1.103 -0.6982
N -0.18801 0.89586 3.18944 2.588 0.067 -0.297 -1.0687
H 2.34584 -2.00002 -1.24901 -1.554 0.888 -0.371 0.2360
H 1.67368 -3.14615 -2.33265 -0.392 -0.510 -0.876 0.2081
H -0.04834 -1.24557 -3.00169 0.435 -0.274 0.561 0.3718
H -0.64344 -2.37237 -1.97568 -0.319 -0.839 0.101 0.3619
H 1.82975 0.50002 -0.26336 -0.863 -0.230 0.354 0.2377
H 0.45621 0.15184 1.10373 0.991 0.200 -1.085 0.2952
H -1.45519 1.90990 0.25208 -0.439 -0.019 1.559 0.2731
H -2.09839 2.01941 -1.30998 1.027 -0.224 -0.131 0.2588
H -0.54451 2.83968 -0.77831 0.158 -0.424 -0.441 0.2806
H -1.07764 0.87797 2.84641 -2.966 0.075 -0.986 0.3492
H 0.07454 1.84356 3.37823 0.115 0.367 0.220 0.3714
H -0.17671 0.36604 4.02179 0.168 -0.528 1.048 0.3750


# 3
39
Properties=species:S:1:pos:R:3:forces:R:3:nbo_charge:R:1 method="wB97M-V/def2-TZVPD" total_charge=0 orbital_gap_ev=9.13 e_homo_ev=-8.63
C -2.02277 -0.74831 -2.01045 0.400 -0.063 -3.808 -0.6252
C -1.12325 -1.74883 -1.33530 -2.784 0.761 3.493 -0.4141
C -1.29532 -1.46189 0.24604 -2.479 1.476 -0.688 -0.0548
C -0.54399 -2.36765 1.14418 2.404 -1.483 1.758 -0.6482
N -1.18031 -0.04163 0.57541 3.972 2.668 -1.728 -0.6678
C -0.97787 0.47042 1.92795 0.236 0.871 1.396 -0.2202
C 0.28742 1.45812 2.14920 0.178 -3.246 -0.203 -0.2595
N 1.36309 0.51296 2.70184 2.902 3.998 -2.540 -0.8664
H -1.95498 -0.75248 -3.20576 0.961 0.475 2.256 0.1857
H -3.07265 -0.97217 -2.11623 -0.594 -0.373 1.508 0.2200
H -1.81987 0.19968 -1.53635 -0.526 0.459 -0.723 0.2353
H -1.60138 -2.69117 -1.32005 -0.011 -1.462 -0.685 0.2037
H -0.12042 -1.80070 -1.55503 1.935 -0.020 -1.149 0.2251
H -2.41428 -1.51706 0.27149 0.638 -1.032 0.698 0.1902
H 0.55914 -1.95617 1.29369 -2.469 -0.835 -0.207 0.2024
H -0.93532 -2.76213 2.19595 0.451 1.410 -2.229 0.2257
H -0.39793 -3.27681 0.56111 0.153 -0.356 0.208 0.2232
H -0.34594 0.44649 0.04450 -2.094 -1.714 0.879 0.3239
H -1.91764 1.03301 2.14244 0.648 -0.479 0.611 0.1856
H -0.73940 -0.30540 2.71085 -1.088 0.359 -0.838 0.1797
H 0.71878 1.67578 1.17867 -0.454 1.056 0.323 0.2440
H 0.03501 2.29635 2.80137 0.096 -0.029 -0.177 0.1839
H 1.00551 -0.00947 3.38046 -1.965 -2.613 3.748 0.3347
H 2.22557 0.98764 3.13747 -1.886 -0.620 -1.195 0.3659
O 1.36031 2.24164 -0.53608 1.612 -4.040 0.511 -0.9635
H 0.92671 1.41448 -0.90640 0.560 2.350 -0.242 0.5001
H 0.99577 3.05529 -0.73752 -1.790 2.018 -1.098 0.4823
O 2.89736 -1.91119 1.26002 -1.866 0.566 0.169 -0.9750
H 3.68228 -1.99369 1.78431 0.460 0.098 0.570 0.4712
H 2.19790 -1.43385 1.80681 1.680 -0.396 -0.762 0.4937
O 1.87505 -1.17856 -1.76119 -6.548 4.639 -0.318 -0.9424
H 1.43371 -0.92838 -0.90599 1.580 -0.844 -1.102 0.4794
H 2.58059 -1.67559 -1.68729 5.478 -3.823 1.534 0.4708
O -1.94936 3.27242 -0.72522 1.479 -1.528 -1.521 -0.9472
H -1.43551 2.65404 -1.36586 -1.415 1.440 1.660 0.4774
H -1.87532 2.82608 0.12961 -0.030 -0.057 -0.218 0.4723
O 0.13840 0.93511 -2.84167 -0.699 -3.171 -1.828 -0.9629
H 0.43987 1.59092 -3.44763 0.570 1.042 -0.562 0.4736
H 0.03094 0.10964 -3.49204 0.306 2.498 2.498 0.4975


# 4
43
Properties=species:S:1:pos:R:3:forces:R:3:nbo_charge:R:1 method="wB97M-V/def2-TZVPD" total_charge=0 orbital_gap_ev=9.30 e_homo_ev=-9.11
C -0.97677 0.83467 -1.06383 -0.064 0.625 0.210 -0.4273
N -0.03025 0.73639 0.06314 0.315 -0.860 -0.474 -0.6917
C 0.50724 -0.61474 0.35501 -0.548 0.243 -0.084 -0.0788
C 1.09721 -1.26530 -0.89464 -0.124 -0.225 0.161 -0.2321
N 1.79667 -2.49736 -0.51537 -0.070 -0.039 0.157 -0.8627
C -0.50596 -1.57716 1.07461 0.697 -0.466 0.116 0.0790
C 0.08977 -2.06359 2.39292 -0.253 0.006 0.147 -0.6315
O -0.86369 -2.71861 0.28525 -0.632 0.428 0.198 -0.7647
H -0.92048 0.02905 -1.78089 0.203 -0.282 0.112 0.2049
H -2.01792 0.88772 -0.74961 -0.124 -0.011 0.135 0.1924
H -0.74247 1.74773 -1.61701 -0.232 -0.027 -0.110 0.1868
H -0.47702 1.08300 0.90222 -0.049 0.017 -0.021 0.3947
H 1.34336 -0.44949 1.04949 -0.082 -0.025 -0.024 0.1915
H 1.70289 -0.55417 -1.44510 0.155 -0.047 -0.087 0.1896
H 0.30952 -1.57627 -1.58012 -0.069 0.135 0.006 0.2008
H 2.54576 -2.32039 0.13807 0.107 0.145 0.136 0.3638
H 2.22136 -2.93613 -1.31603 0.022 -0.072 -0.257 0.3736
H -1.45426 -1.07474 1.25586 0.014 0.197 0.025 0.1878
H 0.19963 -1.23360 3.09524 0.057 -0.026 0.000 0.2050
H 1.06790 -2.52350 2.24360 0.046 0.103 -0.112 0.2066
H -0.54627 -2.82467 2.84546 -0.121 0.110 0.006 0.2241
H -0.04249 -3.13431 0.01390 0.663 -0.274 -0.180 0.5034
O 0.99064 0.41108 -3.50580 0.280 0.601 -0.652 -0.9475
H 1.40058 1.09950 -4.06390 -0.143 -0.449 0.435 0.4792
H 0.12455 0.29327 -3.91035 -0.053 -0.070 0.062 0.4738
O -2.94311 -1.91063 -1.23515 0.003 0.402 0.100 -0.9943
H -3.44915 -2.70305 -1.42149 -0.060 -0.126 0.019 0.4733
H -2.15778 -2.20945 -0.73087 -0.086 -0.258 -0.118 0.5001
O -1.39831 1.91011 2.44677 -0.145 0.680 -0.455 -0.9594
H -1.35259 1.67025 3.36619 0.020 -0.219 0.619 0.4847
H -1.53077 2.87378 2.45168 0.059 -0.449 -0.077 0.4898
O 3.12098 1.46788 -0.81976 0.604 -0.372 0.127 -0.9659
H 2.32663 0.94291 -0.97195 -0.128 0.295 -0.001 0.4791
H 2.94536 2.31582 -1.23845 -0.324 0.217 -0.116 0.4983
O -4.11424 -0.33036 1.18914 0.032 -0.698 -0.675 -0.9646
H -3.78485 -0.82692 0.40210 -0.230 0.451 0.548 0.4952
H -3.43284 0.30249 1.40992 0.274 0.252 0.004 0.4645
O 2.17285 2.59956 1.55251 0.586 -0.048 -0.032 -0.9871
H 1.37274 2.06766 1.63174 0.149 -0.068 -0.215 0.4732
H 2.74437 2.14411 0.88084 -0.723 0.139 0.493 0.5043
O 1.26029 3.65799 -0.87179 0.058 0.207 0.357 -0.9786
H 1.60995 3.73113 0.04019 -0.033 0.046 -0.337 0.4945
H 0.67258 2.90269 -0.75440 -0.052 -0.190 -0.148 0.4722


Results for energy relative to the best compared isomer or geometry (same formula, charge and spin): 53.2; 616.5; 478.3; 90.7 (in kJ/mol, following the order of the records).